--- P ---
Computed, not measured: a structure of composition C29H39AgBCl2N7O2S2, with the ωB97M-V functional and the def2-TZVPD basis.

XYZ file:
```
83
Properties=species:S:1:pos:R:3:mulliken_charge:R:1
Ag -0.19561 -0.36219 0.18086 -0.0246
C 3.05459 -0.56514 -2.84567 -1.4473
C 2.83847 -1.22620 -1.48313 1.7443
C 3.77984 -2.41473 -1.28720 -1.6612
C 3.00562 -0.22524 -0.37995 -0.5536
C 4.17283 0.45412 0.01636 -1.0252
C 3.76099 1.27859 1.04002 -0.4649
N 2.44537 1.09186 1.23760 -0.0949
N 1.98250 0.16908 0.36664 1.2354
B 1.55040 1.90255 2.19895 0.2279
N 0.86636 0.97339 3.22813 0.0837
C 0.99790 1.05493 4.56384 -0.2051
C 0.36013 -0.03159 5.12510 -1.4414
C -0.14663 -0.74165 4.02058 0.1402
N 0.16733 -0.12587 2.88820 0.3484
C -0.85880 -2.06533 4.01507 0.4279
C 0.09800 -3.17366 3.56971 -1.1424
C -2.09019 -2.04182 3.11652 -0.7322
N 0.57137 2.77778 1.39442 -0.0969
C 0.50897 4.12182 1.44472 -0.2056
C -0.31232 4.55229 0.42989 -1.4412
C -0.71510 3.36785 -0.22527 -0.0200
N -0.18458 2.31046 0.37433 0.3567
C -1.53088 3.29320 -1.48767 0.7264
C -2.24082 1.96132 -1.68129 -0.9575
C -0.64101 3.58363 -2.70350 -1.2963
H 2.94140 -1.29902 -3.64667 0.4405
H 4.06264 -0.14256 -2.90621 0.2988
H 2.32191 0.22038 -3.02676 0.1828
H 1.80409 -1.58072 -1.43267 -0.7430
H 4.82341 -2.08960 -1.34475 0.2725
H 3.61548 -3.16135 -2.06718 0.4421
H 3.61623 -2.89392 -0.32157 0.3423
H 5.16358 0.35954 -0.39532 0.4939
H 4.30290 1.99038 1.64070 0.4240
H 2.26680 2.64887 2.82893 -0.2542
H 1.53819 1.87394 5.00956 0.4544
H 0.26999 -0.28223 6.16978 0.4016
H -1.17328 -2.26524 5.04625 0.3089
H 0.46062 -2.97445 2.55981 -0.0632
H -0.39880 -4.14804 3.56296 0.3725
H 0.96846 -3.23331 4.22639 0.4413
H -1.79286 -1.84786 2.08437 -0.5728
H -2.78626 -1.25412 3.41246 0.5805
H -2.61432 -3.00126 3.15362 0.3930
H 1.06588 4.66561 2.19063 0.4511
H -0.57547 5.56633 0.17552 0.4264
H -2.28254 4.09017 -1.41445 0.3012
H -1.52057 1.16876 -1.88116 -0.3284
H -2.90434 2.01436 -2.54822 0.4781
H -2.82545 1.67324 -0.80654 0.3216
H 0.08242 2.77820 -2.84349 0.0959
H -0.10036 4.52630 -2.58853 0.4518
H -1.24123 3.63274 -3.61479 0.3729
Cl -2.45171 0.23968 -6.45343 -0.2476
C -0.77636 -0.36885 -6.24838 0.1674
Cl -0.00010 -0.52163 -7.85504 -0.2456
C 0.00740 0.55554 -5.23789 0.2422
O 0.59235 1.53403 -5.70932 -0.7319
O -0.12012 0.13388 -4.07433 -0.3786
H -0.86834 -1.37141 -5.84992 0.1904
C -4.45609 -2.10884 -1.69157 -0.5766
C -3.28805 -2.12585 -2.44581 -0.7430
C -2.08425 -1.69677 -1.89335 0.8902
C -1.98048 -1.23685 -0.56802 -0.9737
C -3.18768 -1.21090 0.15086 0.4352
C -4.40095 -1.63386 -0.38706 -0.9014
H -5.39705 -2.43686 -2.12061 0.3389
H -3.31458 -2.45228 -3.48077 0.3972
H -1.20793 -1.67842 -2.53301 0.1112
H -3.19410 -0.83884 1.17096 0.4438
H -5.30663 -1.58764 0.21137 0.3265
S 1.67828 -5.07187 0.45901 -0.3813
C 0.03986 -5.13030 0.25350 0.2852
N -0.81670 -4.12840 0.10496 0.3982
C -2.23663 -4.44596 0.10191 0.4881
C -2.33561 -5.86944 -0.42259 -0.7107
S -0.83222 -6.67369 0.20578 -0.1932
H -0.51525 -3.15302 0.04977 -0.3693
H -2.77657 -3.73597 -0.51903 -0.2941
H -2.62490 -4.38454 1.12392 -0.0237
H -2.32615 -5.88964 -1.51227 0.3737
H -3.22337 -6.37839 -0.05364 0.4158
```

- Kohn-Sham gap: 6.4 eV
- Total charge: -2
- E_LUMO: 3.8 eV


--- Q ---
Computed, not measured: a structure of composition C29H39AgBCl2N7O2S2, with the ωB97M-V functional and the def2-TZVPD basis.

XYZ file:
```
83
Properties=species:S:1:pos:R:3:mulliken_charge:R:1
Ag 0.08118 -0.81517 1.38337 -0.2253
C 3.15286 -2.78260 2.50322 -1.1782
C 3.53135 -1.51104 3.26300 0.4361
C 2.56637 -1.28025 4.42827 -1.1524
C 3.56845 -0.31196 2.35665 0.1888
C 4.60010 0.63087 2.19267 -1.4828
C 4.10002 1.52163 1.26342 -0.2834
N 2.86080 1.12736 0.92952 -0.2393
N 2.53152 0.00384 1.59407 0.5760
B 1.87702 1.83898 -0.03425 -0.0546
N 1.39826 0.88566 -1.13715 0.4845
C 1.58009 1.02995 -2.46149 -0.9066
C 0.97250 -0.02397 -3.10766 -0.7447
C 0.42242 -0.78941 -2.06418 -0.1975
N 0.68684 -0.23362 -0.88675 0.8571
C -0.34444 -2.07779 -2.17144 0.7719
C -1.74673 -1.95856 -1.57202 -1.0326
C 0.43050 -3.22777 -1.52379 -1.0948
N 0.67529 2.40329 0.75563 0.4906
C 0.23729 3.67146 0.81713 -0.6695
C -0.89622 3.70129 1.60463 -1.0199
C -1.08842 2.35962 1.98456 -0.2321
N -0.13216 1.60162 1.47012 0.6074
C -2.15383 1.73975 2.83830 1.3993
C -3.54263 2.23084 2.43534 -1.5665
C -1.88606 1.98932 4.32322 -1.5996
H 3.18546 -3.65109 3.16673 0.4221
H 2.13691 -2.69637 2.11292 -0.0206
H 3.82923 -2.95554 1.66383 0.3687
H 4.54467 -1.62945 3.66533 0.2387
H 1.55015 -1.16335 4.04622 -0.0453
H 2.57204 -2.13279 5.11279 0.4093
H 2.83159 -0.37895 4.98561 0.3936
H 5.56546 0.64663 2.67236 0.4136
H 4.53044 2.40383 0.81816 0.4703
H 2.46198 2.76309 -0.55033 -0.2271
H 2.12807 1.87668 -2.84283 0.4469
H 0.91767 -0.20167 -4.17192 0.4675
H -0.44591 -2.28304 -3.24159 0.1064
H -1.69279 -1.79682 -0.49292 -0.0958
H -2.28656 -1.11772 -2.00993 0.1988
H -2.31644 -2.87517 -1.75202 0.4197
H 0.58465 -3.02199 -0.46181 -0.1311
H -0.11981 -4.16824 -1.61680 0.4299
H 1.41048 -3.35032 -1.99054 0.3703
H 0.74829 4.45141 0.27655 0.5192
H -1.51386 4.55446 1.83125 0.3725
H -2.09582 0.66158 2.65984 -0.4164
H -3.64326 3.30517 2.61686 0.2875
H -3.72192 2.05503 1.37420 0.2497
H -4.31567 1.71729 3.01263 0.4621
H -1.91085 3.06033 4.54587 0.4043
H -2.63807 1.49192 4.94199 0.4047
H -0.90275 1.60832 4.60428 0.2954
Cl -2.24222 -1.57757 -8.45055 -0.2252
C -1.24298 -1.14376 -7.03720 0.0914
Cl -2.25671 -1.13850 -5.55857 -0.2008
C -0.52540 0.24383 -7.16419 0.4605
O -1.14016 1.15140 -7.73939 -0.7513
O 0.58728 0.23220 -6.60604 -0.6945
H -0.51905 -1.93740 -6.90619 0.2997
C -2.13876 -4.24051 4.27814 -0.2153
C -1.82147 -4.54576 2.96088 -0.5861
C -1.20602 -3.59779 2.14794 0.3356
C -0.87034 -2.30499 2.58678 -0.9914
C -1.21444 -2.04245 3.92551 0.5740
C -1.83045 -2.97411 4.75709 -0.8027
H -2.61988 -4.97335 4.91742 0.3248
H -2.05653 -5.52852 2.56170 0.3604
H -0.98402 -3.88390 1.12369 0.1407
H -0.99481 -1.06427 4.34874 0.2111
H -2.07129 -2.70937 5.78302 0.3447
S -2.48715 2.01787 -1.65045 -0.2399
C -1.61944 2.63972 -2.90543 0.0962
N -1.42322 2.09785 -4.10734 0.0400
C -0.42999 2.70365 -4.98167 -0.4105
C -0.42764 4.17777 -4.60317 -0.6926
S -0.77879 4.19397 -2.81797 -0.1477
H -1.74089 1.15209 -4.27176 0.0183
H -0.69270 2.53446 -6.02486 0.3829
H 0.54583 2.24743 -4.80343 0.1935
H -1.21000 4.72835 -5.12615 0.3277
H 0.53551 4.64505 -4.79765 0.4097
```

- Kohn-Sham gap: 6.8 eV
- Total charge: -2
- E_LUMO: 4.1 eV


Which structure is the most stable? The one labeled Q.


--- P ---
Computed, not measured: a cluster of 2 separate species, C3H9NO3 in total, with the ωB97M-V functional and the def2-TZVPD basis.

XYZ file:
```
16
Properties=species:S:1:pos:R:3:nbo_charge:R:1
C 0.26849 1.05274 0.39000 -0.2268
N -0.70708 -0.02326 0.26336 -0.6398
C -0.54189 -0.98730 -0.67463 0.8742
O -1.71861 -1.68412 -0.90316 -0.7366
O 0.45449 -1.16588 -1.31982 -0.6199
C 0.00690 2.22399 -0.59324 -0.6268
H 1.23028 0.64128 0.09627 0.2236
H 0.26531 1.34158 1.43093 0.1988
H -1.62677 0.08984 0.64791 0.4058
H -1.72157 -2.51932 -0.41550 0.4973
H -1.06396 2.21440 -0.81654 0.2058
H 0.20845 3.17745 -0.11298 0.2188
H 0.52527 2.00225 -1.51869 0.2248
H 1.97466 -2.03577 0.56526 0.4818
H 0.82153 -1.91895 1.57984 0.4638
O 1.62451 -2.40893 1.38099 -0.9447
```

- Kohn-Sham gap: 10.8 eV
- Total charge: 0
- SMILES: CCNC(=O)O.O
- E_LUMO: 0.5 eV


--- Q ---
Computed, not measured: a cluster of 2 separate species, C3H9NO3 in total, with the ωB97M-V functional and the def2-TZVPD basis.

XYZ file:
```
16
Properties=species:S:1:pos:R:3:nbo_charge:R:1
O -0.08095 -2.35221 -0.65845 -0.5081
C -0.00627 -1.29922 -1.21484 0.4411
C 0.66429 -0.02448 -0.62747 -0.3549
N 1.34741 -0.27194 0.60547 -0.6162
C 1.08579 0.66156 1.67878 0.0800
O 1.05742 2.06253 1.39290 -0.7089
H -0.42287 -1.08336 -2.22092 0.0963
H 1.06950 0.46921 -1.51360 0.2095
H -0.33558 0.41648 -0.43220 0.2095
H 2.34910 -0.24953 0.43922 0.3665
H 1.83086 0.54238 2.44119 0.1805
H 0.16641 0.32326 2.16608 0.1451
H 0.49114 2.08696 0.61193 0.4575
H -3.63362 -0.21235 -1.50201 0.4718
H -3.03474 0.35508 -0.23869 0.4673
O -3.23424 0.59333 -1.15734 -0.9368
```

- Kohn-Sham gap: 10.0 eV
- Total charge: 0
- SMILES: O=CCNCO.O
- E_LUMO: 0.5 eV


Which structure is the most stable? The one labeled P.


--- P ---
Computed, not measured: a cluster of 2 separate species, C3H9NO3 in total, with the ωB97M-V functional and the def2-TZVPD basis.

XYZ file:
```
16
Properties=species:S:1:pos:R:3:nbo_charge:R:1
O 0.98875 -1.41867 1.47580 -0.6653
C 0.73977 -1.00421 0.32139 0.4065
C 1.59349 -0.00098 -0.58009 -0.3511
N 0.54857 0.78117 0.17586 -0.6831
C -0.21279 1.80169 -1.00505 0.1806
O -1.36742 1.94119 -0.43041 -0.6908
H -0.19312 -1.38114 -0.26487 0.0808
H 1.46653 -0.32652 -1.69989 0.2144
H 2.61408 -0.13138 -0.45432 0.2241
H 0.78013 1.18039 1.17435 0.4382
H 0.47621 2.67766 -0.88584 0.1830
H -0.21007 1.18778 -1.85689 0.1590
H -1.30984 1.03999 -0.01389 0.5020
H -1.76568 -2.25709 0.59362 0.4633
H -1.82288 -1.81702 2.07902 0.4810
O -2.32573 -2.27286 1.37121 -0.9427
```

- Kohn-Sham gap: 9.6 eV
- Total charge: 0
- SMILES: [O-][C@@H]1C[N@H+]1CO.O
- E_LUMO: 0.6 eV


--- Q ---
Computed, not measured: a cluster of 2 separate species, C3H9NO3 in total, with the ωB97M-V functional and the def2-TZVPD basis.

XYZ file:
```
16
Properties=species:S:1:pos:R:3:nbo_charge:R:1
C -0.73418 0.92300 2.06896 -0.2058
C 0.27292 0.52501 0.94218 -0.5460
C 0.58617 -1.00259 1.15998 0.8007
O 1.38919 -1.35199 0.23348 -0.6739
O 0.05979 -1.76329 1.99183 -0.6136
N -1.98586 0.27707 2.18534 -0.8763
H -0.77225 2.02926 2.05736 0.1775
H -0.07700 0.70292 3.04223 0.1905
H 1.23604 0.96161 1.36617 0.2326
H 0.12721 0.94489 -0.10879 0.2392
H 1.19574 -2.23436 -0.08520 0.5020
H -1.97111 -0.56899 2.83234 0.4037
H -2.52431 0.22625 1.27269 0.3694
H 1.43295 0.66581 -5.92077 0.4673
H 1.04807 -0.49188 -6.78924 0.4637
O 0.71664 0.15728 -6.24853 -0.9310
```

- Kohn-Sham gap: 9.2 eV
- Total charge: 0
- SMILES: NCCC(=O)O.O
- E_LUMO: 0.5 eV


--- R ---
Computed, not measured: a cluster of 2 separate species, C3H9NO3 in total, with the ωB97M-V functional and the def2-TZVPD basis.

XYZ file:
```
16
Properties=species:S:1:pos:R:3:nbo_charge:R:1
O 2.82964 0.20113 -0.82211 -0.5902
C 1.68094 0.26952 -0.42063 0.6848
N 1.37156 -0.50504 0.70445 -0.6454
C 0.04456 -0.59698 1.23557 0.0758
O -0.94277 -1.25026 0.44230 -0.7573
C 0.70052 1.25932 -0.90043 -0.7543
H 1.94918 -1.33114 0.75115 0.3975
H -0.34192 0.39972 1.45815 0.1919
H 0.16758 -1.15460 2.16498 0.1765
H -1.08352 -2.17923 0.68567 0.4951
H 0.57764 2.11174 -0.23279 0.2456
H -0.20739 0.78463 -1.27472 0.2607
H 1.15498 1.71785 -1.77677 0.2500
H -1.97049 -0.21237 -0.32953 0.4887
H -3.41160 0.06534 -0.82634 0.4637
O -2.51891 0.42037 -0.85893 -0.9832
```

- Kohn-Sham gap: 10.2 eV
- Total charge: 0
- SMILES: CC(=O)NCO.O
- E_LUMO: 0.3 eV


Which structure is the most stable? The one labeled R.